Density functional theory data (ωB97M-V/def2-TZVPD) for a gas-phase ion, C3HO4 (charge -1).

Bonds (Å) are listed after each position.
Positions of all 8 atoms, in Å:
1 C -0.151 -2.172 2.566  C3 1.600, O4 1.217, O5 1.222
2 C -0.734 0.257 -0.250  O6 1.615, O7 1.616, H8 1.093
3 C -0.148 -1.173 1.317  C1 1.600, O6 1.346, O7 1.350
4 O 0.498 -1.775 3.517  C1 1.217
5 O -0.852 -3.149 2.353  C1 1.222
6 O -0.303 0.164 1.304  C2 1.615, C3 1.346
7 O -0.417 -1.307 0.001  C2 1.616, C3 1.350
8 H 0.154 0.641 -0.757  C2 1.093

Its spin multiplicity is 1. The calculation puts the orbital gap at 9.014 eV. The LUMO energy is 4.226 eV. Its total charge is -1.

Here is what Mulliken gives for the atomic charges, in e:
1. C 0.45
2. C -0.40
3. C 0.73
4. O -0.64
5. O -0.63
6. O -0.29
7. O -0.33
8. H 0.11